[1]
This record from the OMol25 dataset describes the molecule C5H6O2. The level of theory is ωB97M-V/def2-TZVPD.

Last column: Mulliken charge in e.
Geometry (Å):
1 C 1.576 -0.005 0.765  -0.630
2 C 1.805 0.095 -0.688  -0.590
3 C 0.388 -0.190 -0.015  0.824
4 C -1.726 -0.614 -0.038  -0.274
5 C -1.650 0.699 -0.094  -0.149
6 H 1.891 -0.924 1.136  0.274
7 H 1.690 0.747 1.554  0.234
8 H 1.826 1.054 -1.177  0.297
9 H 2.429 -0.838 -1.049  0.195
10 H -2.536 -1.413 0.239  0.288
11 H -2.355 1.558 0.321  0.264
12 O -0.369 -1.123 -0.078  -0.398
13 O -0.294 1.112 0.003  -0.336

Computed properties:
**LUMO**: 1.05 eV
**Charge**: 0
**Highest occupied orbital energy**: -7.68 eV
**Structure (SMILES)**: C1=COC2(CC2)O1



[2]
This record from the OMol25 dataset describes C5H6O2 as an isolated structure. The level of theory is ωB97M-V/def2-TZVPD.

Last column: Mulliken charge in e.
Geometry (Å):
1 C -1.265 -0.331 0.887  -0.486
2 O -0.689 1.305 0.706  -0.507
3 C 0.229 1.255 -0.364  -0.122
4 C 1.410 0.335 -0.206  -0.181
5 O 1.119 -0.523 0.885  -0.432
6 C -0.093 -0.923 0.213  0.145
7 C 0.232 -0.101 -1.016  -0.584
8 H -2.212 -0.608 0.370  0.287
9 H -1.369 -0.691 1.931  0.335
10 H 0.350 2.115 -1.034  0.362
11 H 2.452 0.465 -0.480  0.384
12 H -0.145 -1.998 0.077  0.370
13 H 0.009 -0.332 -2.051  0.428

Computed properties:
**LUMO**: 0.95 eV
**Charge**: 0
**Highest occupied orbital energy**: -9.03 eV



[3]
This record from the OMol25 dataset describes C5H6O2 as an isolated structure. The level of theory is ωB97M-V/def2-TZVPD.

Last column: Mulliken charge in e.
Geometry (Å):
1 C -1.497 -0.630 0.081  -1.233
2 C -0.186 0.041 0.372  0.856
3 C 0.602 1.648 -0.146  -0.854
4 C 0.903 0.272 -0.646  -0.103
5 C 1.762 -0.508 0.330  0.397
6 O 2.857 -0.956 0.419  -0.517
7 O 0.735 -0.606 1.263  -0.378
8 H -2.126 -0.667 0.974  0.344
9 H -1.322 -1.651 -0.269  0.341
10 H -2.030 -0.075 -0.696  0.318
11 H -0.317 1.125 0.847  0.210
12 H -0.174 2.026 -0.842  0.213
13 H 0.794 -0.019 -1.688  0.406

Computed properties:
**LUMO**: 0.64 eV
**Charge**: 0
**Highest occupied orbital energy**: -9.09 eV



[4]
This record from the OMol25 dataset describes C5H6O2 as an isolated structure. The level of theory is ωB97M-V/def2-TZVPD.

Last column: Mulliken charge in e.
Geometry (Å):
1 C -1.753 0.532 -0.153  -1.056
2 C -0.421 0.328 0.543  0.178
3 O -0.319 -0.668 1.358  -0.594
4 C 0.774 0.239 -1.008  0.745
5 O 0.525 0.991 -1.891  -0.455
6 C 1.703 -0.710 -0.590  -0.319
7 C 1.803 -1.525 0.383  -0.560
8 H -2.405 1.087 0.532  0.295
9 H -2.223 -0.431 -0.370  0.286
10 H -1.646 1.119 -1.068  0.371
11 H 0.064 1.266 0.871  0.331
12 H 0.771 -1.252 1.104  0.408
13 H 2.513 -2.279 0.689  0.370

Computed properties:
**LUMO**: -0.43 eV
**Charge**: 0
**Highest occupied orbital energy**: -9.37 eV



[5]
This record from the OMol25 dataset describes the molecule C5H6O2. The level of theory is ωB97M-V/def2-TZVPD.

Last column: Mulliken charge in e.
Geometry (Å):
1 O -2.064 0.281 0.524  -0.535
2 C -1.102 -0.360 0.187  0.475
3 C -0.730 -0.741 -1.233  -0.378
4 O 0.499 -0.013 -1.380  -0.408
5 C 1.096 0.144 -0.096  -0.055
6 C 0.556 1.144 0.877  -0.644
7 C 0.195 -0.376 0.941  -0.283
8 H -1.473 -0.358 -1.930  0.299
9 H -0.591 -1.826 -1.367  0.253
10 H 2.158 -0.054 -0.037  0.399
11 H -0.195 1.819 0.447  0.194
12 H 1.146 1.649 1.633  0.293
13 H 0.507 -1.309 1.434  0.391

Computed properties:
**LUMO**: 0.77 eV
**Charge**: 0
**Highest occupied orbital energy**: -9.69 eV
**Structure (SMILES)**: O=C1CO[C@H]2C[C@@H]12



[6]
This record from the OMol25 dataset describes the molecule C5H6O2. The level of theory is ωB97M-V/def2-TZVPD.

Last column: Mulliken charge in e.
Geometry (Å):
1 C 1.797 -0.535 -0.467  -1.050
2 C 0.587 -0.342 0.358  0.145
3 O -0.185 2.020 0.575  -0.473
4 C -1.296 1.586 0.755  0.166
5 O -1.672 0.302 0.627  -0.322
6 C -0.706 -0.488 -0.081  0.341
7 C -0.984 -1.420 -1.058  -0.758
8 H 1.526 -0.752 -1.499  0.379
9 H 2.433 -1.325 -0.059  0.301
10 H 2.369 0.402 -0.409  0.301
11 H 0.745 -0.033 1.391  0.351
12 H -2.147 2.212 1.045  0.366
13 H -2.058 -1.678 -1.062  0.253

Computed properties:
**LUMO**: -0.76 eV
**Charge**: 0
**Highest occupied orbital energy**: -8.58 eV



[7]
This record from the OMol25 dataset describes the molecule C5H6O2. The level of theory is ωB97M-V/def2-TZVPD.

Last column: Mulliken charge in e.
Geometry (Å):
1 O -1.540 1.818 -0.557  -0.495
2 C -0.406 1.408 -0.721  -0.170
3 C -0.016 0.084 -0.171  0.749
4 C 0.526 -0.286 1.205  -0.635
5 C 1.391 -0.443 -0.001  -0.540
6 C -1.328 -0.736 -0.431  -0.209
7 O -1.446 -1.930 -0.467  -0.488
8 H 0.241 1.903 -1.465  0.340
9 H 0.084 -1.197 1.605  0.247
10 H 0.748 0.484 1.938  0.244
11 H 1.606 -1.438 -0.375  0.228
12 H 2.243 0.241 -0.076  0.289
13 H -2.103 0.091 -0.483  0.440

Computed properties:
**LUMO**: 0.43 eV
**Charge**: 0
**Highest occupied orbital energy**: -9.49 eV
**Structure (SMILES)**: O=CC1(C=O)CC1



[8]
This record from the OMol25 dataset describes the molecule C5H6O2. The level of theory is ωB97M-V/def2-TZVPD.

Last column: Mulliken charge in e.
Geometry (Å):
1 O -1.811 0.354 0.207  -0.444
2 C -1.112 -0.888 0.022  -0.492
3 C 0.060 -0.167 -0.661  -0.031
4 C -0.665 1.118 -0.165  0.085
5 O -0.140 1.774 0.931  -0.509
6 C 1.416 -0.452 -0.222  -0.759
7 C 2.543 -0.720 0.110  0.170
8 H -0.420 1.241 1.684  0.345
9 H -0.859 -1.367 0.974  0.301
10 H -1.679 -1.590 -0.589  0.260
11 H -0.012 -0.231 -1.752  0.305
12 H -0.869 1.866 -0.937  0.350
13 H 3.548 -0.939 0.398  0.420

Computed properties:
**LUMO**: 0.92 eV
**Charge**: 0
**Highest occupied orbital energy**: -10.02 eV
**Structure (SMILES)**: C#C[C@H]1CO[C@H]1O



[9]
This record from the OMol25 dataset describes the molecule C5H6O2. The level of theory is ωB97M-V/def2-TZVPD.

Last column: Mulliken charge in e.
Geometry (Å):
1 O 2.201 -0.263 0.477  -0.533
2 C 1.236 0.299 -0.372  -0.755
3 C -0.114 -0.459 -0.310  0.488
4 C -0.443 -0.914 1.110  -0.086
5 O -0.064 -0.337 2.101  -0.510
6 C -1.228 0.391 -0.748  -0.968
7 C -2.128 1.137 -1.036  0.245
8 H 1.914 -0.067 1.381  0.338
9 H 1.067 1.362 -0.159  0.318
10 H 1.628 0.220 -1.389  0.375
11 H -0.073 -1.354 -0.943  0.274
12 H -1.073 -1.819 1.185  0.385
13 H -2.922 1.803 -1.296  0.430

Computed properties:
**LUMO**: 0.72 eV
**Charge**: 0
**Highest occupied orbital energy**: -10.01 eV
**Structure (SMILES)**: C#C[C@H](C=O)CO



[10]
This record from the OMol25 dataset describes the molecule C5H6O2. The level of theory is ωB97M-V/def2-TZVPD.

Last column: Mulliken charge in e.
Geometry (Å):
1 O 1.215 1.957 0.822  -0.530
2 C 0.659 0.969 0.399  0.564
3 C 1.511 -0.168 -0.176  -0.248
4 O 0.684 -1.203 -0.714  -0.239
5 C -0.149 -0.746 -1.621  -0.263
6 C -1.526 -0.189 0.855  -0.638
7 C -0.837 0.855 0.392  -0.252
8 H 2.134 -0.615 0.603  0.282
9 H 2.148 0.255 -0.958  0.315
10 H -0.845 -1.608 -1.763  0.162
11 H -1.039 -1.096 1.207  0.272
12 H -2.611 -0.165 0.902  0.279
13 H -1.344 1.755 0.052  0.295

Computed properties:
**LUMO**: 0.26 eV
**Charge**: 0
**Highest occupied orbital energy**: -8.88 eV



[11]
This record from the OMol25 dataset describes an isolated ion of composition C5H6O2P and charge -1. The level of theory is ωB97M-V/def2-TZVPD.

Last column: Mulliken charge in e.
Geometry (Å):
1 C 1.062 -0.249 -0.112  -0.411
2 C 2.141 -0.941 0.070  0.349
3 C -0.426 0.066 0.257  0.976
4 C -1.737 -0.317 -0.505  -0.879
5 C -1.461 -0.769 0.951  -0.871
6 O 3.094 -1.616 -0.101  -0.548
7 O -0.363 1.323 0.668  -0.734
8 P 1.484 1.664 -0.134  -0.070
9 H -2.445 0.446 -0.283  0.305
10 H -1.760 -1.035 -1.309  0.289
11 H -1.089 -1.723 1.180  0.338
12 H -2.196 -0.266 1.480  0.272
13 H 0.919 2.244 -1.237  -0.026
14 H 2.777 1.174 -0.924  0.010

Computed properties:
**⟨S²⟩**: 2.014
**LUMO (spin up / spin down)**: 4.06 / 2.19 eV
**Charge**: -1
**Highest occupied orbital energy (spin up / spin down)**: -0.89 / -3.55 eV
**2S+1**: 3



[12]
This record from the OMol25 dataset describes the molecule C5H6O2S. The level of theory is ωB97M-V/def2-TZVPD.

Last column: Mulliken charge in e.
Geometry (Å):
1 C -0.916 0.024 2.056  -0.277
2 C -0.428 0.794 -0.110  0.120
3 C 0.433 -0.214 -1.947  -0.377
4 C 1.246 -0.682 -0.827  -0.190
5 C 0.785 -0.073 0.229  -0.015
6 H -1.566 -0.758 2.582  0.264
7 H -1.038 0.867 2.733  0.301
8 H -0.394 1.950 -0.142  0.241
9 H 1.041 0.495 -2.427  0.248
10 H 0.080 -1.035 -2.613  0.302
11 H 1.993 -1.599 -0.800  0.279
12 O -1.456 0.168 0.714  -0.339
13 O -0.639 0.459 -1.375  -0.360
14 S 0.858 -0.398 1.928  -0.196

Computed properties:
**LUMO**: 0.88 eV
**Charge**: 0
**Highest occupied orbital energy**: -8.53 eV
**Structure (SMILES)**: C1=C2SCO[C@@H]2OC1



[13]
This record from the OMol25 dataset describes the molecule C5H6O3. The level of theory is ωB97M-V/def2-TZVPD.

Last column: Mulliken charge in e.
Geometry (Å):
1 C 1.756 0.070 0.987  -1.226
2 C -0.820 0.129 0.463  -0.273
3 C -1.161 0.032 -0.831  0.884
4 C 0.540 -0.483 0.339  0.885
5 C 0.083 -0.620 -1.414  -0.770
6 O 0.645 -1.606 -0.402  -0.319
7 O -1.392 0.546 1.598  -0.578
8 O -2.276 0.314 -1.479  -0.495
9 H -2.213 1.009 1.375  0.320
10 H -2.196 -0.055 -2.374  0.334
11 H 0.848 0.054 -1.797  0.231
12 H 1.847 1.145 0.822  0.322
13 H 1.680 -0.096 2.068  0.335
14 H 2.659 -0.438 0.647  0.350

Computed properties:
**LUMO**: 0.62 eV
**Charge**: 0
**Highest occupied orbital energy**: -7.32 eV
**Structure (SMILES)**: C[C@]12O[C@H]1C(O)=C2O



[14]
This record from the OMol25 dataset describes the molecule C5H6O3S3. The level of theory is ωB97M-V/def2-TZVPD.

Last column: Mulliken charge in e.
Geometry (Å):
1 C -1.628 -1.128 -0.540  0.357
2 C 0.374 -0.128 -1.331  0.547
3 C -1.052 -2.356 0.153  -0.048
4 C 1.330 0.922 -1.131  0.241
5 C 1.112 1.835 0.117  -1.092
6 O -2.767 -0.989 -0.904  -0.480
7 O 0.384 -0.728 -2.498  -0.365
8 O -0.662 -0.086 -0.544  -0.290
9 S 0.545 -2.950 -0.191  -0.129
10 S -1.235 -1.741 1.970  -0.182
11 S 2.426 1.235 -2.305  -0.393
12 H -1.758 -3.305 0.068  0.362
13 H 0.102 1.554 0.260  0.315
14 H 1.370 2.819 -0.071  0.406
15 H 1.636 1.334 0.872  0.333
16 H -2.384 -2.230 2.314  0.139
17 H 1.276 -0.524 -2.859  0.281

Computed properties:
**LUMO (spin up / spin down)**: -1.76 / -3.00 eV
**Charge**: 0
**Highest occupied orbital energy (spin up / spin down)**: -9.25 / -7.90 eV



The records above yield energy above the lowest of the compared OMol25 structures with the same formula, charge and spin values of 450.2; 387.1; 427.4; 412.8; 247.8; 410.3; 208.8; 279.4; 240.0; 406.6; 335.0; 220.9; 447.4; 182.5 kJ/mol, respectively.